Record 1
Formula: C29H28MoN2O10PSSe
Source: OMol25
Level of theory: ωB97M-V/def2-TZVPD

Highest occupied orbital energy (eV): -11.9390
ΔE to the lowest compared entry with this formula, charge and spin (kcal per mole): 0.0
Frontier orbital gap (Eh): 0.2585
Max |F| (eV Å⁻¹): 0.35
LUMO (eV): -4.904
E_tot (eV): -141299.139

ORCA input file:
```
! RIJCOSX wB97M-V def2-TZVPD def2/J DEFGRID3
* xyz 1 1
Mo 1.5731 0.6208 0.2510
O 2.3095 3.3495 -0.0195
N 1.4491 2.5540 0.7510
C 1.2732 3.1588 2.0547
C -0.1645 3.3316 2.4658
C -0.4469 4.3720 3.3401
C -1.7467 4.6173 3.7477
C -2.7802 3.8235 3.2719
C -2.5050 2.7809 2.4038
C -1.1971 2.5258 1.9975
P -0.9095 1.0942 0.9337
C -1.6474 1.5004 -0.6679
C -1.7094 2.8257 -1.0891
C -2.2357 3.1308 -2.3371
C -2.7010 2.1184 -3.1637
C -2.6292 0.7924 -2.7506
C -2.0949 0.4793 -1.5104
C -1.8823 -0.2810 1.5986
C -3.2493 -0.3457 1.3148
C -4.0279 -1.3500 1.8668
C -3.4479 -2.3004 2.6954
C -2.0891 -2.2474 2.9683
C -1.3065 -1.2433 2.4234
H 3.2070 2.9831 0.1176
H 1.7283 4.1440 1.9799
H 0.3620 4.9945 3.7027
H -1.9533 5.4301 4.4304
H -3.7993 4.0100 3.5816
H -3.3159 2.1549 2.0581
H -1.3605 3.6194 -0.4393
H -2.2945 4.1628 -2.6563
H -3.1268 2.3613 -4.1281
H -3.0006 0.0031 -3.3913
H -2.0455 -0.5518 -1.1843
H -3.7110 0.3779 0.6558
H -5.0862 -1.3895 1.6463
H -4.0559 -3.0859 3.1240
H -1.6316 -2.9891 3.6088
H -0.2513 -1.2176 2.6427
C 1.0080 -5.5239 -4.9118
C 1.1103 -4.6961 -3.6639
C 0.5603 -3.4131 -3.6190
C 0.6728 -2.6284 -2.4891
C 1.3379 -3.1449 -1.3815
C 1.8840 -4.4234 -1.3888
C 1.7674 -5.1871 -2.5368
S 1.5470 -2.1738 0.0398
O 0.4140 -1.1628 0.0327
O 1.6943 -3.0067 1.1837
N 2.6829 -1.0830 -0.1642
C 4.0405 -1.1676 0.3288
C 4.5096 0.2742 0.4117
O 5.6348 0.6299 0.5363
O 3.4726 1.1474 0.3123
H 0.0587 -5.3589 -5.4194
H 1.1056 -6.5852 -4.6919
H 1.8048 -5.2531 -5.6075
H 0.0319 -3.0316 -4.4839
H 0.2388 -1.6376 -2.4516
H 2.3738 -4.8131 -0.5071
H 2.1841 -6.1856 -2.5550
H 4.6998 -1.7153 -0.3433
H 4.0880 -1.6100 1.3280
C 0.9759 1.3363 -2.7995
O 1.2550 1.0055 -1.4577
H 0.9279 2.4207 -2.8855
H 0.0189 0.8982 -3.0800
H 1.7761 0.9420 -3.4255
O 2.0893 2.5196 3.0737
Se 1.6891 0.9144 3.6093
O 2.8730 0.4635 4.5470
O 1.8122 0.0737 2.1206
O 0.1616 0.8609 4.0440
*
```

Record 2
Formula: C17H22BaO10P2S
Source: OMol25
Level of theory: ωB97M-V/def2-TZVPD

Highest occupied orbital energy (eV): -9.0340
ΔE to the lowest compared entry with this formula, charge and spin (kcal per mole): 43.8
Frontier orbital gap (Eh): 0.3395
Max |F| (eV Å⁻¹): 4.77
LUMO (eV): 0.204
E_tot (eV): -68575.509

ORCA input file:
```
! RIJCOSX wB97M-V def2-TZVPD def2/J DEFGRID3
* xyz 0 1
Ba -2.0956 -1.0111 -0.4759
C -2.4770 2.9392 2.3093
C -3.2111 1.7349 1.7736
O -4.5474 1.7201 2.2191
P -2.3274 0.1840 2.1987
O -0.9656 0.3427 1.5534
O -2.2993 0.2933 3.7974
O -3.0554 -1.0263 1.7218
P -3.3279 1.8977 -0.0585
O -4.2567 0.6613 -0.5159
O -3.7866 3.1908 -0.5618
O -1.9027 1.4077 -0.5367
H -2.4574 2.9096 3.4001
H -2.9836 3.8506 1.9869
H -1.4488 2.9428 1.9440
H -4.5508 1.5975 3.1761
H -1.3866 1.0221 0.2578
H -2.1279 -0.5511 4.2384
H -5.1316 0.9786 -0.7821
O -0.1006 -0.8081 -1.9573
S 1.0048 -0.6410 -2.9118
C 2.4131 -1.6537 -2.2301
C 2.0258 -2.2531 -0.9272
C 1.0330 -3.2307 -0.8860
C 0.6072 -3.7370 0.3329
C 1.1792 -3.2851 1.5100
C 2.1744 -2.3271 1.4697
C 2.5922 -1.8052 0.2587
C 1.6005 1.1020 -2.7415
C 2.2909 1.4569 -1.4827
C 1.5634 1.7105 -0.3260
C 2.2119 2.0300 0.8513
C 3.5923 2.1255 0.8785
C 4.3206 1.9015 -0.2757
C 3.6764 1.5656 -1.4495
H 3.3023 -1.0282 -2.1400
H 2.5951 -2.4181 -2.9851
H 0.5494 -3.5639 -1.7957
H -0.1835 -4.4716 0.3522
H 0.8497 -3.6819 2.4584
H 2.6210 -1.9718 2.3848
H 3.3617 -1.0428 0.2361
H 0.6815 1.6765 -2.8657
H 2.2230 1.2911 -3.6133
H 0.4892 1.6632 -0.3560
H 1.6347 2.2009 1.7463
H 4.1010 2.3820 1.7963
H 5.3959 1.9900 -0.2634
H 4.2508 1.4085 -2.3508
O -1.9474 -3.3203 -1.5408
C -2.4323 -2.9120 -2.5858
O -2.9767 -1.8346 -2.7506
H -2.3613 -3.6021 -3.4857
*
```

Record 3
Formula: C21H18N6RhS2Te
Source: OMol25
Level of theory: ωB97M-V/def2-TZVPD

Highest occupied orbital energy (eV): -10.6301
ΔE to the lowest compared entry with this formula, charge and spin (kcal per mole): 0.0
Frontier orbital gap (Eh): 0.2462
Max |F| (eV Å⁻¹): 0.89
LUMO (eV): -3.930
E_tot (eV): -62978.212

ORCA input file:
```
! RIJCOSX wB97M-V def2-TZVPD def2/J DEFGRID3
* xyz 1 1
Rh 0.4593 -0.6821 -0.1746
C 0.8349 1.0983 2.1036
N 0.0902 -0.1336 1.7790
C -1.3504 -0.1947 2.0957
C -1.9561 -1.2159 1.1664
N -1.3089 -1.6416 0.0965
C -2.1653 -2.5029 -0.5809
C -1.9845 -3.2097 -1.7663
C -3.0366 -3.9990 -2.1800
C -4.2281 -4.0898 -1.4410
C -4.4124 -3.3928 -0.2644
C -3.3523 -2.5930 0.1453
N -3.1796 -1.7680 1.2555
C 2.0993 1.0585 1.2890
N 2.1494 0.3922 0.1496
C 3.4193 0.5999 -0.3857
C 3.9967 0.1545 -1.5729
C 5.2909 0.5576 -1.8228
C 5.9990 1.3758 -0.9271
C 5.4350 1.8238 0.2488
C 4.1286 1.4180 0.4950
N 3.2617 1.6829 1.5512
H 1.0238 1.2156 3.1732
H 0.2244 1.9381 1.7624
H 0.5553 -0.9325 2.2129
H -1.7864 0.7838 1.8794
H -1.5335 -0.4296 3.1468
H -1.0643 -3.1295 -2.3276
H -2.9468 -4.5639 -3.0976
H -5.0242 -4.7244 -1.8058
H -5.3326 -3.4648 0.2992
H -3.8596 -1.5815 1.9729
H 3.4507 -0.4731 -2.2612
H 5.7763 0.2386 -2.7349
H 7.0129 1.6641 -1.1684
H 5.9810 2.4566 0.9351
H 3.4541 2.2583 2.3535
S 0.9279 -0.9727 -4.5402
C 1.0164 -1.3271 -2.9956
N 1.0911 -1.6020 -1.8387
Te -0.5475 1.0883 -1.7117
C -1.6348 2.2241 -0.3401
C -1.2380 3.3674 0.3088
C -2.2598 3.9493 1.1025
C -3.4311 3.2519 1.0302
S -3.2946 1.9050 -0.0093
H -0.2434 3.7808 0.2016
H -2.1412 4.8551 1.6794
H -4.3667 3.4860 1.5134
*
```